w:
33
Properties=species:S:1:pos:R:3 method="wB97M-V/def2-TZVPD" orbital_gap_ev=10.443
O -3.26621 0.10082 2.14033
O -5.50099 1.33299 -0.44235
O -1.68630 2.57643 0.26358
O 1.28574 -2.45357 -3.41767
O 1.05013 -2.90794 -0.03763
O 0.44400 -0.01033 0.32465
O 2.47868 3.57220 0.84362
O 3.97544 0.93465 -0.13804
O 2.04183 -3.08194 3.10350
O 0.85136 4.16881 -1.82409
O -1.85411 -3.77955 -1.50657
H 0.80083 -3.01536 -2.93290
H 1.54885 -2.28484 -0.70332
H -1.12837 2.14891 -0.38570
H -2.59142 2.59725 -0.10488
H 4.71212 1.58908 -0.10666
H -3.34101 -0.81172 1.95664
H -4.66987 1.40448 0.09930
H 2.43422 -2.60567 3.85233
H 0.76767 3.87354 -0.89921
H -5.65143 0.39047 -0.37360
H 2.73362 -3.67450 2.88612
H 0.68930 -2.26512 0.54151
H 0.92858 3.34072 -2.28145
H 2.93725 3.29475 1.66694
H -2.45751 -3.18756 -1.15297
H 3.97769 0.62374 -1.00797
H -2.29008 -4.62857 -1.70460
H -4.11314 0.40618 2.57806
H 2.97638 3.10780 0.24286
H 1.04353 0.44937 0.92366
H -0.36044 0.34905 0.63895
H 1.23366 -1.55457 -3.04244

x:
33
Properties=species:S:1:pos:R:3 method="wB97M-V/def2-TZVPD" orbital_gap_ev=10.262
O 4.33962 1.89009 3.18569
O 2.58366 -3.06594 3.38189
O -1.49810 3.77838 0.51812
O 5.01085 -1.21614 0.42010
O -5.47081 -0.99846 -1.89486
O -1.11682 -0.36008 4.47431
O 2.62668 -0.89460 -2.71137
O -4.77533 -0.37945 2.46778
O 0.41671 2.70769 -3.02148
O -0.47656 -0.40198 0.40131
O -1.95057 -0.76933 -3.99460
H 2.32511 -0.07835 -3.11016
H 0.44636 -0.45964 0.15409
H -1.20009 2.91521 0.23113
H -4.53806 -0.63899 1.57752
H 2.52975 -1.54957 -3.40263
H 5.27032 1.78827 2.98654
H 0.87246 3.53847 -2.88609
H -1.98030 -0.02572 4.23175
H 2.25618 -3.63756 2.68747
H 5.58620 -1.98019 0.38232
H 4.65997 -1.13586 -0.46683
H -5.69422 -0.11885 2.40495
H -0.87468 4.39000 0.12631
H -1.31950 -1.14844 -4.60636
H 3.51686 -2.96852 3.19241
H -0.45663 2.95923 -3.32187
H 3.90160 1.25866 2.61503
H -0.94370 -0.83704 -0.31194
H -6.24080 -0.71059 -2.38524
H -2.23621 0.04123 -4.41606
H -4.81635 -1.19014 -2.56656
H -0.75359 -0.70179 3.65728

Which is the most stable structure? x is the most stable.

w:
33
Properties=species:S:1:pos:R:3 method="wB97M-V/def2-TZVPD" orbital_gap_ev=9.967
O -1.65051 -0.60210 1.99097
O -1.20101 0.58797 -1.39391
O 2.52991 -4.16178 -0.12550
O -2.71403 -2.16275 -2.70394
O 2.94753 1.42864 0.61197
O -0.27038 -3.43315 1.11143
O -0.05532 -0.52383 -4.13457
O -0.89036 2.20985 1.01720
O 1.24145 3.62589 0.27542
O 2.95787 0.43777 4.00995
O -3.37258 3.61474 0.26607
H 3.31218 0.22874 3.08100
H -0.29944 -4.23066 0.58013
H -0.23470 -1.57816 -4.11211
H 2.37653 -4.88644 0.45901
H -1.38560 0.14277 1.51798
H -1.58470 -0.28179 -1.18752
H -0.68570 1.86636 0.07552
H 0.87880 -0.12893 -4.05512
H -0.62624 3.22442 0.60552
H -2.12844 -2.11342 -3.44334
H 1.74426 3.93794 1.04732
H -2.92737 -3.06773 -2.40453
H -0.89807 -2.79136 0.75827
H -1.93902 0.72254 -2.17765
H 2.27801 -3.38717 0.03225
H 1.82626 2.92008 0.05197
H 3.21944 0.50712 1.02042
H 2.04620 0.12011 3.68758
H -1.77378 -0.39322 2.99630
H 3.12210 1.38423 -0.41247
H -2.44795 3.99927 0.30965
H -3.39532 2.78404 0.64472

x:
33
Properties=species:S:1:pos:R:3 method="wB97M-V/def2-TZVPD" orbital_gap_ev=9.841
O 2.64823 0.87882 -1.75079
O 2.12159 2.23874 1.47485
O -2.34172 0.98482 0.44189
O -0.94054 -3.50893 -0.83760
O -3.07355 0.12275 -2.78722
O -0.60047 2.47723 1.97781
O -2.80492 -0.89271 2.52243
O 0.38583 -0.21819 0.02803
O -0.35925 0.79916 -2.46449
O 1.20479 -2.27833 2.67610
O 2.49795 -2.91407 -0.60103
H 2.47098 -3.19335 -1.52246
H -0.62077 -2.62375 -1.04631
H -2.13447 0.18512 -2.51437
H 1.57316 -1.67521 3.32932
H 1.68227 -2.41430 -0.47126
H -2.14641 -0.52915 3.11982
H -2.53525 -0.57848 1.63704
H 2.84653 1.64092 1.69886
H 0.49703 0.40389 -2.24719
H -0.63355 2.23549 2.90887
H -1.88380 -3.38825 -0.67896
H -0.46018 0.23213 -0.12252
H -0.14313 1.62566 -2.91109
H -3.19341 0.83730 -3.41912
H -3.08407 1.37109 -0.03729
H 2.45758 3.12467 1.66548
H 3.13288 1.68261 -1.52880
H 0.99234 -1.72377 1.91369
H -1.84151 1.74465 0.82070
H 1.04882 0.39394 -0.31783
H 2.91225 0.67663 -2.65723
H 0.32474 2.28287 1.70070

Which is the most stable structure? x is the most stable.

w:
10
Properties=species:S:1:pos:R:3 method="wB97M-V/def2-TZVPD" orbital_gap_ev=8.139
O 2.14619 -0.04178 0.71996
N -1.68500 -0.67093 0.30750
N -0.75458 -1.43867 -0.28704
N 0.69189 1.11241 -0.58019
N 0.50962 -1.21118 -0.49358
C -1.55012 0.65959 0.46029
C 1.12417 -0.13150 -0.01035
C -0.48652 1.47799 -0.27316
H -2.26781 1.10775 1.13188
H -0.76045 2.64864 -0.57916

x:
10
Properties=species:S:1:pos:R:3 method="wB97M-V/def2-TZVPD" orbital_gap_ev=8.578
O -1.77139 0.15948 -1.82667
N -0.90248 -0.99844 -0.06664
N 1.23337 1.09860 0.03795
N 0.65406 -0.41048 -1.57049
N 1.54917 0.18969 -0.90375
C 0.42647 0.68667 0.95851
C -0.83977 -0.44251 -1.29430
C -0.30465 -0.62569 0.98661
H 0.31225 1.38038 1.73859
H -0.35703 -1.03772 1.94019

y:
10
Properties=species:S:1:pos:R:3 method="wB97M-V/def2-TZVPD" orbital_gap_ev=10.345
O -0.46288 1.86833 -0.29224
N -0.20275 0.76181 1.82960
N 0.13981 -0.23077 -0.13245
N -0.02923 -0.67120 1.93317
N -0.36407 1.35659 -1.63023
C -0.07913 0.90405 0.58530
C 0.23744 -1.09599 0.86181
C 0.20623 0.14419 -1.43187
H 0.22001 -2.26360 0.49598
H 0.33457 -0.77341 -2.21908

z:
10
Properties=species:S:1:pos:R:3 method="wB97M-V/def2-TZVPD" orbital_gap_ev=8.612
O 2.19598 -0.01661 0.03165
N -1.61830 0.32862 -0.44601
N -1.01212 1.60674 -0.20419
N -1.47782 -0.26476 0.64278
N -1.10293 -1.53420 0.15094
C 0.96278 -0.07174 0.08623
C 0.14559 -1.38599 -0.21461
C 0.25183 1.35559 0.21189
H 0.91098 2.23565 0.46567
H 0.74402 -2.25330 -0.72434

Which is the most stable structure? x is the most stable.

w:
12
Properties=species:S:1:pos:R:3 method="wB97M-V/def2-TZVPD" orbital_gap_ev=8.432
Cl -2.08283 1.76780 1.81434
O 1.09041 -2.32459 -1.41732
N 0.12601 -1.62363 0.66603
C 0.67827 -1.45384 -0.69317
C -0.59298 0.52756 -0.21742
C -0.58946 -0.60539 0.86047
C -0.60174 1.04975 1.20359
C 0.76556 0.12653 -0.86171
H -1.41355 0.54880 -0.92673
H 0.26399 1.18862 1.73264
H 1.45900 0.46187 -0.24010
H 0.89731 0.33652 -1.92062

x:
12
Properties=species:S:1:pos:R:3 method="wB97M-V/def2-TZVPD" orbital_gap_ev=10.308
Cl 0.23678 1.70845 -0.12668
O -1.95767 -0.40571 0.53885
N -1.74928 -0.75548 -0.79886
C -0.69427 -0.42308 1.19748
C -0.50554 -0.72620 -1.10174
C 0.31704 -0.12903 0.01075
C 2.79260 -0.94641 0.06950
C 1.64532 -0.62981 0.13487
H -0.43246 -1.41407 1.58522
H 3.87437 -1.22176 0.02104
H -0.71442 0.25487 2.05833
H -0.17744 -1.00151 -2.09497

Which is the most stable structure? x is the most stable.

w:
15
Properties=species:S:1:pos:R:3 method="wB97M-V/def2-TZVPD" orbital_gap_ev=10.545
O -1.78073 0.93957 -1.66791
O -2.41315 -1.50022 -0.81978
C -1.31583 0.57633 -0.40090
C -1.87851 -0.78176 -0.00756
C 0.18761 0.37210 -0.37526
C 0.91481 0.20514 0.72693
C 2.38334 -0.12404 0.72189
H -1.70892 -1.10069 1.03850
H -2.14029 0.12169 -2.05783
H -1.62880 1.33119 0.33542
H 0.43070 0.30924 1.70146
H 2.64417 -0.74980 -0.13966
H 0.64126 0.27792 -1.36255
H 2.66891 -0.66165 1.63083
H 2.99541 0.78498 0.67642

x:
15
Properties=species:S:1:pos:R:3 method="wB97M-V/def2-TZVPD" orbital_gap_ev=10.153
O 0.53008 -1.47259 -1.08632
O 0.36358 2.43039 -2.11384
C 0.05747 1.40010 -1.56377
C -0.61287 1.35633 -0.19642
C -0.95146 -0.09391 0.19173
C 0.23650 -1.03307 0.00758
C 1.03128 -1.44748 1.21744
H 0.25040 0.40152 -2.01557
H 0.03271 1.85216 0.54169
H 2.07952 -1.57441 0.93724
H -1.73920 -0.44883 -0.48029
H -1.32378 -0.14342 1.22029
H 0.64429 -2.42837 1.51970
H -1.52977 1.96117 -0.24072
H 0.93126 -0.75959 2.06125

Which is the most stable structure? x is the most stable.

w:
18
Properties=species:S:1:pos:R:3 method="wB97M-V/def2-TZVPD" orbital_gap_ev=6.936 total_charge=-1
O 0.97278 -0.08205 -0.99759
N -2.17765 -1.36437 2.05822
N -1.73900 -0.11437 -1.42746
C 1.79451 0.47192 -0.08234
C 2.94881 1.27872 -0.71566
C -2.25856 -0.34206 -0.15031
C -1.57804 -0.92156 0.83586
H -0.69754 -0.08778 -1.43731
H -1.54165 -1.94556 2.58070
H 3.51882 0.62056 -1.37839
H 2.27938 -0.28081 0.59033
H -3.03036 -1.88184 1.91144
H -2.12611 0.71911 -1.84766
H 3.62082 1.70686 0.03907
H -3.28220 -0.00998 0.00983
H 2.52972 2.08038 -1.32930
H 1.27116 1.18374 0.60862
H -0.50489 -1.03089 0.73194

x:
18
Properties=species:S:1:pos:R:3 method="wB97M-V/def2-TZVPD" orbital_gap_ev=7.007 total_charge=-1
O -0.98579 -1.11795 -0.21372
N 1.95910 1.26374 0.14329
N -0.72542 1.74167 -2.46272
C -0.49454 -1.10352 1.04862
C 1.00309 1.96562 -0.65244
C 0.02089 1.31038 -1.29368
C -0.90422 -2.39254 1.85292
H -1.73380 1.62908 -2.32617
H -0.47587 1.15298 -3.25568
H -0.26807 0.28238 -0.98431
H -0.62721 -2.45772 2.88854
H -0.45772 -3.27979 1.35278
H 0.63993 -1.03612 1.07632
H -1.99546 -2.39929 1.76968
H 2.91591 1.28224 -0.14182
H 1.25232 3.02255 -0.74654
H -0.80237 -0.16895 1.60288
H 1.67923 0.30526 0.34206

Which is the most stable structure? w is the most stable.